1.
7
Properties=species:S:1:pos:R:3:forces:R:3:mulliken_charge:R:1 method="wB97M-V/def2-TZVPD" de_lowest_kj_mol=230.1 total_charge=0 lumo_ev="-3.98 / -3.98" homo_lumo_gap_ha="0.2045 / 0.2048" e_homo_ev="-9.545 / -9.550"
O 0.234 1.173 1.292 0.013 -1.000 0.261 -0.422
P 0.334 0.188 0.215 0.658 1.263 -1.210 0.691
Cl -1.415 2.851 -0.678 0.535 -0.813 -0.385 -0.069
Br 3.582 -0.917 -0.171 -1.655 0.668 0.120 -0.323
S -0.419 -1.788 0.284 0.743 0.152 -0.461 0.113
S -0.525 1.255 -1.613 0.377 -0.372 1.164 0.052
Cl 0.693 -2.404 -1.321 -0.670 0.101 0.511 -0.042

***

2.
83
Properties=species:S:1:pos:R:3:forces:R:3:mulliken_charge:R:1 method="wB97M-V/def2-TZVPD" total_charge=0 lumo_ev=-0.77 homo_lumo_gap_ha=0.2666 smiles="CC[C@@](C#N)([C@](C#N)(N=C(C)C)SCC(=O)OC[C@@H](C)OC(=O)CS)P(=O)(O)O.c1cc[nH]c1.c1cc[nH]c1.c1cc[nH]c1" e_homo_ev=-8.028
S -0.520 -0.672 -1.091 0.264 -0.051 0.377 -0.291
H 2.654 2.273 3.764 -0.013 0.036 0.005 0.378
O -4.386 0.444 -0.150 1.467 -0.274 -2.250 -0.541
C 2.509 -1.876 2.195 0.080 -2.208 -0.128 0.588
C -1.990 -6.153 3.055 0.093 -0.071 -0.024 -0.508
C 5.128 1.676 -2.577 -0.005 0.096 -0.080 -0.603
C 5.082 2.758 -1.736 0.012 0.054 0.060 -0.568
H 1.491 0.193 5.214 -0.792 -0.095 0.015 0.411
C 2.398 5.466 2.932 0.156 0.025 0.088 -1.143
C 0.554 -0.071 4.680 0.738 -0.182 -1.164 -1.551
C -2.983 -0.798 -2.401 1.228 -0.240 0.611 1.785
H 4.277 3.810 4.895 -0.045 0.028 -0.049 0.183
S 1.883 -3.130 -0.231 -0.355 0.007 0.106 -0.123
C -1.969 1.536 -1.698 0.342 -3.902 -1.799 -0.634
N -0.929 0.296 -3.561 0.055 1.999 1.781 -0.404
C -2.729 -2.039 -1.535 -1.346 4.650 -3.098 -0.990
C 1.922 4.136 2.774 0.016 0.111 -0.049 0.183
N 4.578 2.337 -0.535 -0.026 -0.014 -0.122 0.055
O 0.272 2.209 1.377 0.010 1.374 0.255 -0.599
H -3.107 -0.531 -4.639 0.037 -0.058 0.750 0.164
H -0.657 -5.913 1.278 -0.048 -0.023 0.012 0.426
C -1.448 -5.582 1.931 0.078 0.111 -0.011 -0.540
H 2.725 -2.227 -0.829 -0.124 -0.456 0.885 0.095
H 1.119 3.806 2.140 0.207 0.189 0.197 0.934
H 1.903 -4.014 2.075 -0.001 0.488 -0.706 0.346
C 4.626 0.560 -1.856 -0.101 -0.039 0.051 -0.371
N -2.099 -4.402 1.700 0.135 -0.014 0.187 0.266
O -0.891 0.397 1.839 0.757 -0.314 -0.605 -0.352
C -1.674 0.172 -2.309 0.347 -0.069 -0.404 0.966
C 2.682 3.336 3.587 0.010 -0.003 0.004 -0.878
H 0.876 2.391 -4.990 0.046 -0.022 0.743 0.402
C -3.012 -5.285 3.516 -0.072 0.076 0.055 -0.630
H -1.714 2.174 -5.952 -0.216 0.053 0.631 0.387
H -4.420 -3.076 -3.390 0.285 0.288 -0.493 0.296
C 0.413 2.340 -3.977 -0.989 -0.270 -1.239 -0.947
C -0.250 -0.778 2.350 -0.229 -1.133 0.318 -0.191
C 0.995 -0.475 3.233 -0.748 0.854 1.265 0.680
H 0.030 -0.914 5.170 0.248 0.545 -0.196 0.372
H 4.057 6.212 4.228 -0.041 -0.016 -0.015 0.406
H 3.525 -3.669 1.435 -0.425 0.438 0.283 0.428
H 1.531 0.193 -0.116 -0.711 0.022 -0.181 -0.392
C 2.495 -3.271 1.502 0.433 0.147 0.621 -0.663
H -0.038 -1.524 1.543 0.124 0.693 0.336 -0.109
C 3.429 5.429 3.835 0.027 0.055 0.041 -0.362
H -4.262 -2.670 -5.185 0.360 0.027 0.772 0.402
O -4.967 1.246 -2.692 1.560 -0.448 1.765 -0.506
C -0.876 1.478 -4.079 0.384 0.444 -1.048 0.515
H 4.438 2.921 0.272 -0.050 -0.042 -0.030 0.210
P -4.540 -0.030 -1.731 -3.366 -0.313 0.556 0.973
H 5.481 1.684 -3.596 -0.001 0.005 0.040 0.410
H 5.365 3.786 -1.887 0.015 -0.049 -0.016 0.417
H -5.213 -1.659 -4.102 0.480 -0.597 0.067 0.329
H 2.025 6.349 2.437 0.009 -0.029 0.025 0.413
C 4.294 1.001 -0.600 -0.089 0.019 0.144 -0.537
O 1.776 -1.686 3.320 -0.466 -0.293 -0.830 -0.473
H -2.991 1.622 -4.757 0.619 0.068 -0.218 0.279
H -2.182 3.176 -4.490 0.213 -0.511 -0.573 0.347
O 3.195 -1.042 1.715 0.696 1.746 -0.579 -0.502
H 3.880 0.482 0.250 0.138 -0.008 -0.041 0.664
C 0.522 0.620 -0.321 -0.588 -0.486 -0.030 0.863
H -0.996 -1.279 3.008 0.352 0.407 -0.495 0.490
C -2.025 2.145 -4.886 0.101 0.225 1.362 -1.180
H -3.644 -5.428 4.379 0.009 0.000 -0.043 0.414
O -5.677 -0.957 -1.758 0.699 -0.359 -0.368 -0.760
H 0.686 1.449 -1.036 -0.179 -0.236 0.725 0.457
H -2.163 -1.915 -4.051 -0.382 0.652 0.226 0.470
H -5.038 2.018 -2.098 0.061 0.057 -0.468 0.345
C -3.088 -1.320 -3.870 -0.309 -1.467 -0.565 -0.613
H -3.489 0.159 0.117 -0.274 0.444 0.524 0.355
H -1.688 -7.090 3.495 -0.023 0.024 -0.028 0.409
N -2.312 2.462 -1.152 -0.537 2.526 1.185 -0.563
H -1.906 -3.769 0.941 -0.212 -0.179 -0.112 0.210
H 1.106 1.974 -3.204 -0.280 0.073 -0.538 0.143
H 4.521 -0.451 -2.218 0.028 0.031 0.011 0.412
H -0.098 0.818 4.560 0.317 -0.503 0.343 0.320
N 3.594 4.131 4.233 0.016 -0.014 -0.049 0.018
H 0.053 3.373 -3.769 0.357 -0.621 0.052 0.335
H -3.685 -3.340 2.648 -0.016 -0.055 -0.003 0.415
N -2.654 -3.000 -0.969 0.390 -3.480 2.083 -0.422
C -3.056 -4.216 2.658 0.079 0.091 -0.024 -0.383
C -4.289 -2.280 -4.145 -0.839 1.146 -0.040 -1.295
H 1.625 0.358 2.865 -0.351 -0.580 -0.208 0.128
C -0.057 1.136 1.023 0.171 -0.601 -0.638 0.127

***

3.
19
Properties=species:S:1:pos:R:3:forces:R:3:mulliken_charge:R:1 method="wB97M-V/def2-TZVPD" de_lowest_kj_mol=128.6 total_charge=0 lumo_ev=0.71 homo_lumo_gap_ha=0.3384 smiles="C[C@@]12CC[C@@H](C=C1O)O2" e_homo_ev=-8.501
H 0.502 0.533 -2.603 0.138 -0.051 0.079 0.317
H -1.088 1.062 2.084 0.009 0.135 0.065 0.336
C -0.011 1.419 0.220 0.556 -1.639 -1.713 -0.702
H -0.934 1.757 -0.251 0.115 0.075 0.087 0.303
C 1.185 0.079 -1.880 0.032 -0.260 0.064 -1.544
C -0.757 -0.920 -0.488 -0.436 -0.437 0.866 0.246
C -0.869 -1.326 0.794 -0.220 -0.061 -0.821 -0.915
O 1.263 -0.620 0.471 0.417 0.001 -0.266 -0.455
H 1.506 -0.900 -2.265 -0.059 0.281 0.037 0.371
C -0.105 0.995 1.631 0.511 -2.293 0.512 -0.661
H -1.677 -1.844 1.278 -0.186 -0.066 0.020 0.403
H 0.670 1.403 2.276 -0.131 0.108 0.007 0.301
C 0.474 -0.100 -0.569 -0.293 1.968 0.608 1.030
O -1.594 -1.031 -1.546 -0.038 0.010 -0.013 -0.509
H 0.678 -1.139 2.393 0.004 -0.091 -0.049 0.496
C 0.290 -0.723 1.472 -0.334 2.234 0.540 -0.038
H 0.820 2.087 0.001 -0.113 0.085 0.033 0.320
H 2.065 0.717 -1.754 -0.167 -0.083 -0.027 0.373
H -2.419 -1.449 -1.265 0.197 0.083 -0.029 0.327

***

Number 1: electronic energy -128092.3489 eV. Number 2: electronic energy -83898.0723 eV. Number 3: electronic energy -11514.5238 eV.